The following is a quantum chemistry calculation of a structure of composition C16H27BF11NO14S2Zr at a distorted geometry, from OMol25.

Geometry as XYZ:
```
73
Properties=species:S:1:pos:R:3:forces:R:3:lowdin_charge:R:1
Zr -1.290272 1.118080 1.721069 -7.75 0.74 0.65 1.7691
N 0.055863 2.150893 2.955422 3.11 3.75 5.50 -0.4127
S 1.659186 2.493774 3.196061 1.79 -1.49 -2.13 0.5192
O 2.239065 1.992667 4.402907 -0.44 0.16 -0.26 -0.2721
O 2.106540 3.737720 2.651104 -0.61 -0.47 0.41 -0.2433
F 2.155058 1.402429 2.133644 0.15 0.10 -0.12 -0.1992
S -0.469328 2.993498 4.414950 -3.73 0.60 1.02 0.5799
O -1.722532 3.620031 4.165646 0.76 -1.02 -0.24 -0.2165
O 0.437155 3.783890 5.207428 0.56 -0.84 -1.29 -0.2727
F -0.711608 1.717001 5.325454 0.23 0.45 -0.44 -0.1696
B 0.128697 1.311718 -0.013683 1.83 0.41 -2.24 -0.4586
H 0.203090 2.193778 0.668727 0.49 2.23 1.44 -0.0208
H 0.266505 0.407217 0.615792 0.52 -2.58 1.27 -0.0534
H -0.930375 1.385696 -0.344690 -2.92 -0.16 -1.20 -0.0305
H 0.884663 1.338470 -0.870928 0.88 0.08 -1.01 0.0196
O -2.434817 -0.553935 0.913601 1.98 0.56 1.07 -0.4063
C -3.434900 -1.028855 1.781819 -0.98 2.31 0.48 -0.3289
C -3.244865 -0.564912 3.289509 1.16 -0.04 -0.17 -0.3205
O -2.566952 0.681874 3.499963 0.82 -1.41 -2.54 -0.3879
H -3.648124 -2.104045 1.753097 0.39 -0.15 -0.13 0.0883
H -4.315510 -0.494644 1.399307 -0.51 -0.40 0.29 0.1009
H -2.672462 -1.381090 3.762174 0.23 -0.04 0.19 0.0764
H -4.201083 -0.562714 3.823536 -0.25 0.12 -0.25 0.0936
O -4.705688 4.824348 1.299561 -0.35 -0.24 -0.91 -0.3841
C -4.708655 3.895889 0.306466 1.28 0.54 2.23 -0.5176
C -3.300772 3.093917 0.288121 -0.13 -0.63 -0.60 -0.3336
O -2.648953 2.894361 1.546534 1.98 -2.49 -0.89 -0.3722
H -4.872228 4.341981 -0.695698 0.31 -0.14 -0.65 0.0476
H -5.521759 3.151012 0.419956 -0.17 -0.51 0.02 0.0500
H -2.637386 3.543808 -0.469539 0.27 0.75 0.36 0.0731
H -3.403613 2.088282 -0.166779 -0.73 -0.21 -0.12 0.0585
C 2.074758 -1.643073 0.059703 1.01 -1.88 0.72 -0.0321
C 1.180546 -2.534016 0.949410 -1.08 1.64 -0.41 -0.1583
O 1.498809 -2.390096 2.348003 0.40 -1.24 0.99 0.0433
C 0.813686 -1.565565 3.115801 1.28 0.35 -1.70 -0.3307
O 0.117845 -0.711846 2.649285 -0.79 0.09 0.93 0.0598
C 1.215868 -1.678987 4.617900 -1.03 0.53 -0.93 -0.5723
F 0.482247 -2.617429 5.212008 -0.18 -0.58 0.24 0.1731
F 2.493210 -1.963877 4.797421 0.47 -0.15 -0.06 0.1896
F 0.930942 -0.521246 5.153677 0.10 0.48 0.67 0.1949
H 1.537560 -1.299176 -0.816881 0.05 0.18 0.08 0.0557
H 2.894974 -2.318826 -0.204812 0.08 0.23 -0.67 0.0733
H 2.601938 -0.869609 0.615174 -0.68 0.42 0.04 0.0870
H 1.217933 -3.599578 0.746416 0.35 0.04 -0.06 0.1254
H 0.151992 -2.202898 0.790649 -0.07 -0.13 0.30 0.1008
C -1.772739 0.042473 -4.470095 0.56 0.22 -0.67 -0.0591
C -1.779758 0.144273 -2.969829 0.62 -0.40 0.14 -0.1639
O -2.397171 -1.080429 -2.479963 -0.53 0.34 0.85 0.0520
C -1.587467 -2.085553 -2.248070 -0.05 1.04 -0.42 -0.4101
O -0.455232 -2.192761 -2.642734 0.13 -0.16 0.39 0.1364
C -2.252878 -3.219845 -1.464314 -0.12 -0.08 -0.21 -0.5417
F -3.503540 -3.036154 -1.065845 0.25 0.24 -0.05 0.1855
F -2.264153 -4.263073 -2.324316 0.04 -0.50 0.25 0.1383
F -1.497921 -3.518347 -0.406041 -0.13 -0.31 -0.09 0.1654
H -1.029924 0.695658 -4.936428 -0.27 0.43 0.20 0.0770
H -2.764590 0.261898 -4.863412 0.06 0.01 -0.11 0.0794
H -1.451696 -0.935551 -4.830673 -0.22 -0.21 0.34 0.0751
H -2.301615 1.021522 -2.591169 -0.61 -0.41 0.05 0.1331
H -0.810150 0.203589 -2.476032 0.19 -0.09 -0.43 0.0877
C 2.374672 0.661013 -3.261556 -0.95 0.31 -0.13 -0.0511
C 3.003562 -0.672553 -3.515475 -0.19 -0.84 -0.76 -0.1727
O 4.443593 -0.507023 -3.664553 1.10 0.81 0.26 0.0447
C 5.232454 -1.526514 -3.421637 -2.14 -1.69 0.07 -0.4077
O 4.844057 -2.594337 -3.015336 0.44 0.07 0.06 0.1526
C 6.684394 -1.386804 -3.815520 1.34 0.82 0.00 -0.5410
F 7.076802 -0.112054 -3.697515 0.19 0.09 0.17 0.1581
F 7.464939 -2.150785 -3.036781 -0.35 0.28 -0.10 0.1594
F 6.947234 -1.741982 -5.084092 -0.54 -0.18 0.02 0.1579
H 2.179383 1.289082 -4.132197 0.78 0.00 -0.18 0.0815
H 2.901518 1.205689 -2.480540 0.04 0.05 -0.09 0.0922
H 1.353240 0.523920 -2.901034 0.16 -0.34 0.32 0.0481
H 2.757484 -1.179581 -4.451839 -0.55 0.42 -0.11 0.1356
H 2.699255 -1.401689 -2.767288 0.71 0.14 0.41 0.1022
```
Positions in Å, forces in eV/Å.

Results
**HOMO**: 0.20 eV
**Charge**: -2
**Orbital gap**: 3.30 eV
**Lowest unoccupied orbital energy**: 3.51 eV